No. 1
Formula: C26H30N4O3
Source: OMol25
Level of theory: wB97M-V/def2-TZVPD

Summary:
LUMO energy   0.2 eV
Frontier orbital gap   8.10 eV

Geometry as ORCA input:
```
! RIJCOSX wB97M-V def2-TZVPD def2/J DEFGRID3
* xyz 0 1
C 1.11 -3.64 6.05
C 1.54 -3.79 4.55
N 2.06 -5.00 4.08
O 2.35 -4.86 2.91
C 2.11 -3.47 2.58
C 1.50 -2.95 3.68
H 1.07 -1.96 3.77
C 2.35 -3.31 1.06
N 2.46 -1.91 0.91
C 1.27 -1.17 0.40
O 0.35 -2.00 -0.09
C 1.51 0.20 0.33
H 2.28 0.89 0.90
H 1.35 0.50 -0.78
C 0.18 0.92 0.95
N -0.49 1.96 0.33
C -0.57 3.34 1.12
C -1.29 2.95 2.44
N -0.43 1.96 2.92
C 0.20 0.93 2.48
O 1.14 0.33 3.10
H -0.42 1.85 4.14
H -2.26 2.49 2.10
H -1.40 3.73 3.01
H 0.79 3.50 1.11
H -0.99 4.04 0.39
C -1.61 1.90 -0.48
H -2.37 1.25 -0.13
H -1.99 2.65 -0.91
C -1.35 0.78 -1.71
C -2.46 0.52 -2.64
C -3.18 -0.50 -2.39
C -4.48 -0.75 -3.18
C -4.84 0.35 -3.95
C -4.08 1.42 -4.14
C -2.93 1.40 -3.61
H -2.17 2.52 -3.66
H -4.60 2.03 -4.86
H -5.75 0.07 -4.63
H -5.06 -1.81 -2.99
H -3.18 -1.29 -1.68
C -0.26 0.95 -2.50
C 0.35 2.44 -2.63
C 1.36 2.85 -3.47
C 2.10 1.71 -4.32
C 1.46 0.61 -4.32
C 0.40 0.28 -3.36
H 0.02 -0.68 -3.28
H 2.09 -0.33 -4.92
H 2.82 1.88 -4.95
H 1.78 3.79 -3.74
H -0.05 3.27 -2.21
H -0.99 -0.11 -1.48
H -0.83 0.12 0.92
C 3.34 -1.20 1.48
H 3.02 -0.77 2.30
H 4.10 -0.61 0.81
H 4.15 -2.11 1.95
H 3.10 -3.91 0.62
H 1.03 -3.69 0.46
H 1.45 -4.40 6.64
H 1.65 -2.79 6.46
H 0.18 -3.36 6.06
*
```

Results of the natural (NBO) charge analysis, in e, for atoms 1 through 6: number 1, C, carries -0.611; number 2, C, carries 0.107; number 3, N, carries -0.109; number 4, O, carries -0.216; number 5, C, carries 0.245; number 6, C, carries -0.375



No. 2
Formula: C26H30N4O7S
Source: OMol25
Level of theory: wB97M-V/def2-TZVPD

Summary:
SMILES   COCCNC(=O)CSc1nc2cc3c(cc2c(=O)n1CCCC(=O)NCc1ccc(OC)cc1)OCO3
LUMO energy   0.5 eV
Frontier orbital gap   8.46 eV

Geometry as ORCA input:
```
! RIJCOSX wB97M-V def2-TZVPD def2/J DEFGRID3
* xyz 0 1
C 1.21 -2.09 5.88
O 0.32 -3.14 5.61
C -0.27 -3.09 4.34
C -1.35 -2.01 4.19
N -1.87 -2.01 2.84
C -3.13 -2.36 2.55
O -3.99 -2.59 3.37
C -3.45 -2.39 1.05
S -2.19 -3.24 0.06
C -1.38 -1.89 -0.70
N -1.84 -0.71 -0.48
C -1.29 0.35 -1.14
C -1.87 1.62 -0.96
C -1.35 2.65 -1.70
C -0.26 2.46 -2.58
C 0.34 1.25 -2.73
C -0.19 0.18 -2.00
C 0.39 -1.15 -2.14
O 1.40 -1.39 -2.77
N -0.32 -2.17 -1.50
C 0.16 -3.53 -1.68
C 1.01 -4.02 -0.50
C 2.13 -3.04 -0.18
C 1.60 -1.83 0.58
O 0.66 -1.90 1.35
N 2.28 -0.69 0.38
C 2.00 0.52 1.12
C 1.98 1.78 0.30
C 2.84 2.00 -0.76
C 2.86 3.21 -1.44
C 2.01 4.23 -1.05
O 1.96 5.47 -1.62
C 2.75 5.71 -2.77
C 1.14 4.02 0.02
C 1.12 2.81 0.68
O 0.02 3.65 -3.19
C -0.92 4.58 -2.70
O -1.74 3.95 -1.75
H 0.69 -1.14 6.04
H 1.94 -1.97 5.07
H 1.74 -2.36 6.80
H 0.49 -2.94 3.56
H -0.73 -4.08 4.19
H -0.93 -1.02 4.40
H -2.18 -2.20 4.87
H -1.18 -1.89 2.11
H -3.50 -1.38 0.66
H -4.39 -2.91 0.91
H -2.71 1.76 -0.30
H 1.17 1.08 -3.39
H -0.70 -4.19 -1.82
H 0.77 -3.52 -2.59
H 0.38 -4.14 0.39
H 1.42 -4.99 -0.76
H 2.63 -2.72 -1.10
H 2.87 -3.52 0.47
H 3.03 -0.67 -0.30
H 1.04 0.37 1.61
H 2.76 0.63 1.91
H 3.53 1.23 -1.08
H 3.54 3.33 -2.26
H 3.82 5.63 -2.54
H 2.49 5.02 -3.57
H 2.52 6.73 -3.07
H 0.48 4.82 0.32
H 0.43 2.66 1.49
H -0.40 5.43 -2.24
H -1.54 4.94 -3.54
*
```

Results of the natural (NBO) charge analysis, in e, for atoms 1 through 6: number 1, C, carries -0.249; number 2, O, carries -0.533; number 3, C, carries -0.070; number 4, C, carries -0.252; number 5, N, carries -0.630; number 6, C, carries 0.665



No. 3
Formula: C26H31AlBrF19KMg2N5O13PS3
Source: OMol25
Level of theory: wB97M-V/def2-TZVPD

Summary:
LUMO energy   -12.8 eV
Frontier orbital gap   1.08 eV

Geometry as ORCA input:
```
! RIJCOSX wB97M-V def2-TZVPD def2/J DEFGRID3
* xyz 3 1
C -1.64 -4.51 -2.77
C -1.98 -3.50 -1.60
S -1.22 -3.97 0.02
C -1.56 -2.61 1.27
C -1.61 -1.25 0.50
C -2.96 -0.76 0.14
C -3.16 0.50 -0.63
N -4.31 1.13 -1.07
S -3.85 2.50 -1.91
N -2.21 2.35 -1.78
C -1.89 1.24 -1.04
C -0.51 0.81 -0.67
N 0.73 1.50 -1.06
C 1.14 0.98 -2.38
O 0.39 0.32 -2.98
F 2.47 1.14 -3.01
C 0.58 2.95 -1.06
O 0.39 3.50 -2.10
F 0.59 3.75 0.08
C -0.38 -0.46 0.11
C 1.00 -1.08 0.58
C 1.30 -0.84 2.15
C 2.35 0.41 2.38
C 1.83 1.50 3.48
C 1.90 2.97 2.88
C 2.72 4.01 3.75
C 3.11 5.28 2.88
C 4.39 5.04 1.96
O 4.20 5.55 0.62
C 4.86 4.72 -0.34
H -2.18 -5.50 -2.68
H -2.01 -4.06 -3.74
H -0.53 -4.66 -2.92
H -3.11 -3.49 -1.50
H -1.61 -2.49 -1.93
H -0.78 -2.65 2.08
H -2.55 -2.88 1.74
H -3.86 -1.35 0.48
H 0.94 -2.18 0.36
H 1.82 -0.66 -0.08
H 0.36 -0.75 2.75
H 1.84 -1.78 2.54
H 3.39 -0.03 2.70
H 2.50 0.86 1.36
H 2.35 1.42 4.51
H 0.73 1.28 3.66
H 2.34 2.96 1.83
H 0.84 3.37 2.79
H 3.60 3.57 4.30
H 2.02 4.40 4.55
H 2.24 5.53 2.20
H 3.31 6.19 3.51
H 5.22 5.68 2.41
H 4.73 3.97 1.98
H 4.70 3.61 -0.12
H 5.97 4.94 -0.41
H 4.42 4.90 -1.37
Mg 2.53 -0.56 4.41
C 1.16 3.32 9.09
F 1.54 2.56 10.13
F -0.16 3.57 9.28
F 1.79 4.49 9.25
S 1.52 2.52 7.45
O 0.77 1.26 7.45
O 2.96 2.32 7.43
O 1.05 3.47 6.44
C -1.98 -7.33 -7.38
C -3.11 -7.88 -8.27
C -4.46 -7.13 -8.21
F -5.00 -7.13 -7.00
F -5.35 -7.70 -9.03
F -3.29 -9.18 -8.02
F -2.67 -7.80 -9.56
O -1.79 -7.98 -6.12
C -2.59 -7.57 -5.05
C -3.53 -8.68 -4.55
F -4.34 -9.11 -5.54
F -4.32 -8.21 -3.56
F -3.24 -6.44 -5.37
F -1.73 -7.24 -4.05
H -1.05 -7.52 -7.92
H -2.02 -6.25 -7.27
H -4.35 -6.04 -8.55
H -2.96 -9.53 -4.18
N -4.37 6.29 -1.95
O -3.63 5.49 -2.53
O -4.58 6.15 -0.73
O -4.89 7.21 -2.56
F 3.18 7.01 8.80
P 2.12 7.85 7.92
F 2.12 8.95 9.10
F 0.90 7.65 6.88
F 2.44 9.24 7.17
F 0.96 7.11 8.76
F 3.06 7.11 6.83
K -0.73 5.88 7.81
Mg -1.31 3.28 1.35
N 1.54 -6.27 -6.66
O 2.20 -5.83 -5.73
O 1.94 -7.22 -7.32
O 0.45 -5.75 -6.94
Br -3.24 -4.50 -8.67
Al 3.08 2.79 -2.21
*
```

Results of the Löwdin charge analysis, in e, for atoms 1 through 6: number 1, C, carries -0.156; number 2, C, carries -0.531; number 3, S, carries 0.863; number 4, C, carries -0.414; number 5, C, carries -0.202; number 6, C, carries 0.093



No. 4
Formula: C26H31BO2
Source: OMol25
Level of theory: wB97M-V/def2-TZVPD

Summary:
SMILES   CC1(C)OB(c2ccccc2)OC1(C)C.C1=CC=CC(Cc2ccccc2)C=C1
LUMO energy   0.3 eV
Frontier orbital gap   7.69 eV

Geometry as ORCA input:
```
! RIJCOSX wB97M-V def2-TZVPD def2/J DEFGRID3
* xyz 0 1
C 3.72 2.00 -1.52
C 2.60 1.23 -2.19
C 2.74 1.30 -3.69
O 1.38 1.95 -1.93
B 0.56 1.15 -1.17
C -0.79 1.47 -0.45
C -1.51 2.65 -0.58
C -2.67 2.88 0.16
C -3.15 1.92 1.07
C -2.41 0.77 1.29
C -1.31 0.54 0.49
O 1.12 -0.08 -0.81
C 2.36 -0.21 -1.57
C 2.19 -1.31 -2.60
C 3.42 -0.70 -0.62
H 4.69 1.58 -1.78
H 3.74 3.04 -1.85
H 3.60 1.99 -0.43
H 3.62 0.77 -4.06
H 1.87 0.88 -4.22
H 2.94 2.31 -4.05
H -1.12 3.40 -1.29
H -3.21 3.80 0.03
H -4.05 2.08 1.65
H -2.77 0.02 2.02
H -0.80 -0.41 0.61
H 3.13 -1.44 -3.15
H 1.98 -2.29 -2.13
H 1.48 -1.07 -3.40
H 4.38 -0.75 -1.15
H 3.54 -0.03 0.25
H 3.21 -1.72 -0.29
C -2.36 -1.00 -1.98
C -3.47 -0.99 -1.16
C -3.70 -1.86 -0.07
C -2.84 -2.49 0.78
C -1.36 -2.59 0.77
C -0.84 -2.19 2.30
C -0.35 -0.91 2.92
C -1.08 -0.32 3.98
C -0.87 1.01 4.36
C 0.09 1.78 3.71
C 1.00 1.14 2.87
C 0.84 -0.22 2.57
C -0.79 -2.42 -0.59
C -1.21 -1.79 -1.74
H -2.35 -0.40 -2.90
H -4.30 -0.32 -1.41
H -4.77 -1.92 0.17
H -3.32 -2.88 1.69
H -0.99 -3.68 0.98
H -1.81 -2.47 2.78
H -0.04 -2.97 2.44
H -1.99 -0.84 4.36
H -1.50 1.46 5.14
H 0.25 2.83 3.99
H 1.87 1.70 2.51
H 1.62 -0.68 1.97
H 0.20 -2.87 -0.56
H -0.45 -1.82 -2.54
*
```

Results of the natural (NBO) charge analysis, in e, for atoms 1 through 6: number 1, C, carries -0.625; number 2, C, carries 0.226; number 3, C, carries -0.624; number 4, O, carries -0.701; number 5, B, carries 1.133; number 6, C, carries -0.448



What did the third record say?
Formula: C26H31AlBrF19KMg2N5O13PS3
Source: OMol25
Level of theory: wB97M-V/def2-TZVPD

Summary:
LUMO energy   -12.8 eV
Frontier orbital gap   1.08 eV

Geometry as ORCA input:
```
! RIJCOSX wB97M-V def2-TZVPD def2/J DEFGRID3
* xyz 3 1
C -1.64 -4.51 -2.77
C -1.98 -3.50 -1.60
S -1.22 -3.97 0.02
C -1.56 -2.61 1.27
C -1.61 -1.25 0.50
C -2.96 -0.76 0.14
C -3.16 0.50 -0.63
N -4.31 1.13 -1.07
S -3.85 2.50 -1.91
N -2.21 2.35 -1.78
C -1.89 1.24 -1.04
C -0.51 0.81 -0.67
N 0.73 1.50 -1.06
C 1.14 0.98 -2.38
O 0.39 0.32 -2.98
F 2.47 1.14 -3.01
C 0.58 2.95 -1.06
O 0.39 3.50 -2.10
F 0.59 3.75 0.08
C -0.38 -0.46 0.11
C 1.00 -1.08 0.58
C 1.30 -0.84 2.15
C 2.35 0.41 2.38
C 1.83 1.50 3.48
C 1.90 2.97 2.88
C 2.72 4.01 3.75
C 3.11 5.28 2.88
C 4.39 5.04 1.96
O 4.20 5.55 0.62
C 4.86 4.72 -0.34
H -2.18 -5.50 -2.68
H -2.01 -4.06 -3.74
H -0.53 -4.66 -2.92
H -3.11 -3.49 -1.50
H -1.61 -2.49 -1.93
H -0.78 -2.65 2.08
H -2.55 -2.88 1.74
H -3.86 -1.35 0.48
H 0.94 -2.18 0.36
H 1.82 -0.66 -0.08
H 0.36 -0.75 2.75
H 1.84 -1.78 2.54
H 3.39 -0.03 2.70
H 2.50 0.86 1.36
H 2.35 1.42 4.51
H 0.73 1.28 3.66
H 2.34 2.96 1.83
H 0.84 3.37 2.79
H 3.60 3.57 4.30
H 2.02 4.40 4.55
H 2.24 5.53 2.20
H 3.31 6.19 3.51
H 5.22 5.68 2.41
H 4.73 3.97 1.98
H 4.70 3.61 -0.12
H 5.97 4.94 -0.41
H 4.42 4.90 -1.37
Mg 2.53 -0.56 4.41
C 1.16 3.32 9.09
F 1.54 2.56 10.13
F -0.16 3.57 9.28
F 1.79 4.49 9.25
S 1.52 2.52 7.45
O 0.77 1.26 7.45
O 2.96 2.32 7.43
O 1.05 3.47 6.44
C -1.98 -7.33 -7.38
C -3.11 -7.88 -8.27
C -4.46 -7.13 -8.21
F -5.00 -7.13 -7.00
F -5.35 -7.70 -9.03
F -3.29 -9.18 -8.02
F -2.67 -7.80 -9.56
O -1.79 -7.98 -6.12
C -2.59 -7.57 -5.05
C -3.53 -8.68 -4.55
F -4.34 -9.11 -5.54
F -4.32 -8.21 -3.56
F -3.24 -6.44 -5.37
F -1.73 -7.24 -4.05
H -1.05 -7.52 -7.92
H -2.02 -6.25 -7.27
H -4.35 -6.04 -8.55
H -2.96 -9.53 -4.18
N -4.37 6.29 -1.95
O -3.63 5.49 -2.53
O -4.58 6.15 -0.73
O -4.89 7.21 -2.56
F 3.18 7.01 8.80
P 2.12 7.85 7.92
F 2.12 8.95 9.10
F 0.90 7.65 6.88
F 2.44 9.24 7.17
F 0.96 7.11 8.76
F 3.06 7.11 6.83
K -0.73 5.88 7.81
Mg -1.31 3.28 1.35
N 1.54 -6.27 -6.66
O 2.20 -5.83 -5.73
O 1.94 -7.22 -7.32
O 0.45 -5.75 -6.94
Br -3.24 -4.50 -8.67
Al 3.08 2.79 -2.21
*
```

Results of the Löwdin charge analysis, in e, for atoms 1 through 6: number 1, C, carries -0.156; number 2, C, carries -0.531; number 3, S, carries 0.863; number 4, C, carries -0.414; number 5, C, carries -0.202; number 6, C, carries 0.093



Which formula does entry 3 have?
C26H31AlBrF19KMg2N5O13PS3